Entry from OMol25: 3 unconnected molecules or ions with the total composition C33H27NO6PS2 in a non-equilibrium geometry (ωB97M-V with the def2-TZVPD basis set).

Output
Calculated total energy   -2917.1846 a.u.
Net charge   +1
Orbital gap   0.182 Eh

Each line ends with the Löwdin charge.
CARTESIAN COORDINATES (ANGSTROEM)
C1 -3.21438 1.31155 7.55017  0.128
C2 -2.09945 0.44313 7.34654  -0.286
S1 -0.77259 -0.91299 7.11615  0.832
C3 -1.32516 -2.30221 8.26942  -0.366
C4 -0.26603 -2.64564 9.47240  -0.206
C5 0.26440 -1.35052 10.32581  -0.276
N1 1.75188 -1.54358 10.68241  -0.055
P1 -0.92509 -1.51987 5.04162  0.202
O1 0.32191 -0.58102 4.19319  -0.289
O2 -0.51802 -3.23324 4.82472  -0.265
S2 -2.70537 -1.22756 4.31071  0.372
H1 -4.27828 1.66612 7.96005  0.116
H2 -2.38875 -1.99281 8.71071  0.136
H3 -1.54440 -3.28629 7.63033  0.129
H4 0.70162 -3.13169 8.97023  0.127
H5 -0.79704 -3.46524 10.15878  0.153
H6 0.16312 -0.31837 9.78399  0.095
H7 -0.28608 -1.24193 11.37909  0.139
H8 2.16227 -0.64601 11.02200  0.077
H9 2.28363 -1.77133 9.79523  0.069
H10 1.07404 -0.50022 4.87115  0.098
H11 0.49495 -3.34331 4.87136  0.107
C6 5.20214 3.65924 -2.38800  -0.049
C7 5.79444 3.55171 -1.12998  -0.050
C8 5.11764 2.90899 -0.09214  0.008
C9 3.83862 2.38237 -0.30955  -0.087
C10 3.23648 2.51158 -1.56049  -0.080
C11 3.92459 3.14139 -2.60573  0.012
C12 1.86797 2.00384 -1.78734  -0.259
O3 1.33967 2.11378 -2.88690  0.076
C13 1.14259 1.37005 -0.66831  -0.074
C14 -0.17667 0.93633 -0.85341  0.020
C15 -0.86537 0.32382 0.19580  -0.042
C16 -0.23739 0.13463 1.42654  -0.064
C17 1.07485 0.57076 1.61544  -0.001
C18 1.76261 1.19857 0.56846  -0.079
C19 3.13763 1.68844 0.78909  -0.277
O4 3.68866 1.52672 1.87187  0.088
H12 5.73331 4.15200 -3.19940  0.112
H13 6.78496 3.96655 -0.95687  0.111
H14 5.58840 2.82420 0.88591  0.122
H15 3.46632 3.23390 -3.58882  0.120
H16 -0.67317 1.07738 -1.81216  0.127
H17 -1.89147 -0.00748 0.05148  0.112
H18 -0.77113 -0.34899 2.24180  0.044
H19 1.55695 0.42404 2.58055  0.095
C20 -5.13121 -1.72265 -8.49457  -0.057
C21 -4.72875 -2.90362 -7.87139  -0.058
C22 -3.58261 -2.91734 -7.07487  0.004
C23 -2.82910 -1.74871 -6.91055  -0.088
C24 -3.21786 -0.57412 -7.55345  -0.086
C25 -4.37832 -0.55802 -8.33818  0.007
C26 -2.40340 0.65177 -7.42734  -0.280
O5 -2.74613 1.68493 -7.98889  0.097
C27 -1.16620 0.61218 -6.62245  -0.087
C28 -0.35410 1.75096 -6.54162  0.014
C29 0.81079 1.72617 -5.77173  -0.057
C30 1.16228 0.57052 -5.07474  -0.076
C31 0.35811 -0.56711 -5.15797  0.011
C32 -0.80341 -0.54888 -5.94147  -0.088
C33 -1.62824 -1.76824 -6.05177  -0.281
O6 -1.31757 -2.78576 -5.44323  0.090
H20 -6.02954 -1.70964 -9.10789  0.109
H21 -5.30856 -3.81440 -8.00359  0.108
H22 -3.27737 -3.84170 -6.58724  0.121
H23 -4.69553 0.35874 -8.83212  0.122
H24 -0.62304 2.65829 -7.08016  0.122
H25 1.44267 2.60988 -5.71456  0.107
H26 2.06582 0.55321 -4.46914  0.102
H27 0.64147 -1.46725 -4.61497  0.120